# 1
{
  "formula": "C28H43O25PS2Si",
  "method": "the ωB97M-V functional and the def2-TZVPD basis",
  "symbols": ["C", "C", "Si", "S", "C", "C", "O", "P", "S", "H", "H", "H", "H", "H", "H", "H", "H", "H", "H", "H", "O", "C", "O", "C", "C", "O", "H", "H", "H", "H", "O", "C", "O", "C", "C", "O", "H", "H", "H", "H", "O", "C", "O", "C", "C", "O", "H", "H", "H", "H", "O", "C", "O", "C", "C", "O", "H", "H", "H", "H", "O", "C", "O", "C", "C", "O", "H", "H", "H", "H", "O", "C", "O", "C", "C", "O", "H", "H", "H", "H", "O", "C", "O", "C", "C", "O", "H", "H", "H", "H", "O", "C", "O", "C", "C", "O", "H", "H", "H", "H"],
  "xyz": [[4.85582, -2.06175, 4.20875], [3.61234, -1.53403, 4.39513], [3.21791, 0.26206, 4.59108], [2.16939, 0.47634, 6.48877], [4.68425, 1.42501, 4.65457], [5.83726, 1.19685, 3.67074], [5.53409, 1.53932, 2.32209], [1.65499, 0.72156, 3.02893], [2.30378, 1.41267, 1.31343], [5.63720, -1.86600, 4.94148], [5.11037, -2.63656, 3.32110], [2.76507, -2.22742, 4.41400], [2.28794, 1.80701, 6.64545], [4.34993, 2.46438, 4.57634], [5.11099, 1.32882, 5.65803], [6.21876, 0.17669, 3.67236], [6.65885, 1.83637, 4.01202], [5.14291, 2.41765, 2.34530], [0.98914, -0.50818, 2.82863], [0.67616, 1.53757, 3.63178], [8.13548, 2.65317, 5.22049], [9.20532, 2.12925, 5.16470], [9.60130, 1.32053, 4.15613], [11.00239, 1.06394, 4.31605], [11.20295, 1.29510, 5.79832], [10.17095, 2.25647, 6.09355], [11.24448, 0.05096, 4.00545], [11.55974, 1.76912, 3.69635], [11.03555, 0.40344, 6.38951], [12.18320, 1.69756, 6.03896], [-1.93586, -0.14423, -3.77307], [-0.95039, 0.14033, -3.16249], [-0.39702, -0.63548, -2.21409], [0.88245, -0.08044, -1.86931], [0.71684, 1.36918, -2.26556], [-0.25050, 1.28208, -3.33060], [1.08546, -0.20563, -0.80932], [1.65346, -0.59339, -2.44668], [0.30122, 1.97604, -1.46061], [1.63711, 1.82639, -2.61748], [11.87666, -0.69104, 7.77782], [10.92211, -1.26156, 8.20453], [9.80438, -1.51556, 7.48441], [8.97563, -2.40139, 8.24644], [9.44361, -2.13595, 9.66232], [10.80385, -1.73337, 9.46187], [7.92521, -2.17168, 8.08988], [9.17029, -3.42581, 7.92559], [8.90138, -1.31628, 10.13571], [9.39515, -3.01224, 10.30260], [-4.41033, 2.73497, 0.62321], [-4.31971, 2.83278, -0.55828], [-5.35750, 3.03999, -1.39752], [-4.83592, 3.32694, -2.70530], [-3.47269, 2.67943, -2.64224], [-3.15249, 2.74594, -1.24610], [-5.48125, 2.90877, -3.48192], [-4.77939, 4.41093, -2.83169], [-3.49292, 1.63283, -2.94875], [-2.72553, 3.20613, -3.23204], [-3.68871, -3.09273, 2.47736], [-3.57704, -2.98747, 1.30025], [-4.60099, -2.75680, 0.44417], [-4.05049, -2.46750, -0.84611], [-2.69580, -3.13835, -0.77274], [-2.40351, -3.08563, 0.62720], [-4.68603, -2.86584, -1.63243], [-3.97467, -1.38504, -0.96357], [-2.72858, -4.18408, -1.08514], [-1.93108, -2.61873, -1.34437], [-7.15390, 2.46645, -4.38455], [-8.01917, 1.80664, -3.89555], [-9.17956, 1.49238, -4.50781], [-9.84507, 0.50728, -3.70443], [-9.25271, 0.75049, -2.33443], [-7.95991, 1.27508, -2.65899], [-10.92233, 0.65258, -3.73357], [-9.60793, -0.48286, -4.08946], [-9.80346, 1.50011, -1.76380], [-9.16452, -0.15403, -1.73920], [-1.44178, 0.39082, -10.03575], [-1.35252, 0.71251, -8.89645], [-2.39283, 1.08905, -8.11633], [-1.92747, 1.17423, -6.76304], [-0.44330, 1.39957, -6.94676], [-0.18979, 0.75197, -8.19725], [-2.42158, 1.98844, -6.23960], [-2.14797, 0.23879, -6.25111], [-0.18740, 2.45697, -7.04053], [0.15586, 0.95860, -6.15486], [-8.92498, -2.70103, -4.34142], [-9.60203, -2.81627, -5.31249], [-9.12738, -2.86914, -6.57568], [-10.20440, -3.23841, -7.44274], [-11.41867, -2.80204, -6.64905], [-10.95291, -2.90870, -5.29858], [-10.11274, -2.73472, -8.40102], [-10.17323, -4.31751, -7.60117], [-11.69480, -1.76455, -6.84482], [-12.28640, -3.43712, -6.80497]],
  "atomic_forces_ev_per_a": [[-0.510, 0.604, 0.124], [0.208, -0.469, 0.829], [0.414, 0.051, 1.992], [-0.068, -0.022, -0.031], [0.141, -0.390, -0.448], [0.548, 0.915, -0.096], [-0.168, -0.383, 0.290], [-0.075, -0.065, -0.994], [0.050, 0.185, -0.116], [0.572, 1.158, -0.962], [-0.317, -1.388, 0.816], [-0.214, 0.255, -1.903], [-0.001, -0.064, -0.181], [-0.062, 0.000, -0.011], [-0.178, -0.066, 0.097], [-0.247, -0.081, -0.052], [-0.153, -0.281, -0.053], [-0.081, 0.015, -0.220], [-0.146, 0.101, 0.429], [0.048, -0.216, 0.196], [0.187, 0.106, 0.173], [-0.049, 0.051, 0.066], [0.026, 0.010, 0.023], [0.195, -0.005, -0.041], [0.037, 0.056, -0.210], [0.025, -0.021, -0.123], [-0.190, -0.033, -0.020], [-0.038, 0.031, 0.012], [-0.046, 0.196, -0.225], [-0.098, 0.163, 0.090], [-0.006, 0.020, -0.048], [-0.073, -0.028, 0.041], [0.015, 0.018, -0.055], [0.258, -0.012, 0.229], [0.130, 0.120, 0.196], [0.012, -0.071, 0.006], [-0.157, -0.034, 0.017], [-0.047, 0.016, -0.064], [-0.048, -0.050, 0.006], [-0.083, 0.001, -0.193], [0.057, -0.396, 0.350], [0.159, -0.005, 0.109], [0.018, -0.030, 0.040], [-0.169, -0.120, 0.033], [-0.166, -0.051, 0.112], [-0.062, -0.005, -0.069], [0.054, 0.148, -0.100], [0.046, 0.009, 0.011], [0.013, 0.027, -0.039], [0.190, -0.002, 0.001], [0.023, -0.009, -0.005], [-0.082, 0.009, 0.069], [0.108, 0.026, -0.008], [0.003, -0.037, -0.319], [0.059, -0.015, -0.257], [-0.040, 0.006, -0.049], [0.159, 0.118, 0.480], [0.034, -0.001, 0.103], [-0.025, 0.002, 0.010], [0.116, 0.016, 0.171], [0.009, -0.009, 0.007], [-0.030, 0.007, 0.066], [0.091, -0.017, -0.023], [-0.008, 0.077, -0.157], [0.112, -0.002, -0.259], [-0.077, 0.023, -0.030], [-0.110, -0.066, 0.131], [0.036, -0.001, 0.037], [-0.055, -0.005, 0.035], [0.065, 0.058, 0.155], [-0.348, -0.119, -0.229], [0.094, 0.013, -0.042], [0.027, 0.006, 0.102], [-0.289, -0.179, 0.006], [-0.129, -0.094, 0.128], [-0.047, 0.006, -0.033], [0.036, 0.188, -0.110], [0.098, 0.033, 0.072], [0.030, 0.046, -0.039], [0.215, 0.000, -0.043], [0.011, -0.003, -0.004], [-0.039, -0.021, -0.064], [0.156, 0.027, 0.001], [-0.096, -0.024, 0.199], [0.059, 0.077, 0.146], [-0.069, 0.025, 0.028], [-0.100, 0.021, -0.140], [0.016, 0.001, -0.001], [-0.028, 0.002, -0.026], [0.052, -0.118, -0.113], [-0.042, 0.047, 0.015], [0.134, -0.116, 0.037], [-0.105, -0.013, 0.023], [-0.080, -0.055, -0.175], [-0.135, 0.020, -0.141], [0.036, 0.048, -0.084], [0.148, 0.088, 0.068], [-0.008, -0.003, 0.045], [0.044, 0.009, 0.005], [0.021, -0.059, 0.174]],
  "e_lumo_ev": -0.5,
  "smiles": "C=C[Si@@](S)(CCO)[PH2]=S.O=C1OCCO1.O=C1OCCO1.O=C1OCCO1.O=C1OCCO1.O=C1OCCO1.O=C1OCCO1.O=C1OCCO1.O=C1OCCO1",
  "spin_multiplicity": 1,
  "charge": 0,
  "e_homo_ev": -8.4118,
  "gap_ev": 7.87
}


# 2
{
  "formula": "C39H52N4OP2Ti",
  "method": "the ωB97M-V functional and the def2-TZVPD basis",
  "symbols": ["Ti", "C", "C", "C", "C", "C", "C", "C", "C", "C", "H", "H", "H", "H", "H", "H", "H", "H", "H", "H", "H", "H", "H", "H", "H", "P", "P", "N", "N", "N", "N", "C", "C", "C", "C", "C", "C", "C", "C", "C", "C", "C", "C", "C", "C", "C", "C", "C", "C", "H", "H", "H", "H", "H", "H", "H", "H", "H", "H", "H", "H", "H", "H", "H", "H", "H", "H", "H", "H", "C", "C", "C", "C", "C", "C", "C", "C", "C", "C", "C", "C", "O", "H", "H", "H", "H", "H", "H", "H", "H", "H", "H", "H", "H", "H", "H", "H", "H", "H"],
  "xyz": [[0.47095, -1.01545, 2.42685], [-1.33123, 1.92704, 2.20625], [-1.46289, 0.87692, 1.36567], [-0.93029, 0.77675, -0.06591], [0.49770, 0.17687, -0.39104], [1.51949, 0.19548, 0.73279], [1.57816, 1.20792, 1.72915], [1.09403, 2.62698, 1.52484], [-0.30340, 3.00370, 2.14432], [1.97920, -1.99422, 3.17026], [-1.91522, 1.87278, 3.13246], [-2.21352, 0.09525, 1.60565], [-0.96968, 1.79080, -0.50618], [-1.66704, 0.13816, -0.60633], [0.33838, -0.84590, -0.79745], [0.92894, 0.72226, -1.25783], [2.47702, -0.31386, 0.49089], [2.47742, 1.15372, 2.37647], [1.09143, 2.88348, 0.44613], [1.83560, 3.27207, 2.01719], [-0.12658, 3.38475, 3.16963], [-0.69655, 3.91666, 1.65573], [2.06330, -1.43306, 4.13296], [2.75980, -1.58178, 2.48291], [2.06892, -3.09020, 3.34314], [1.65720, -0.90004, -4.15330], [-1.61379, -0.46752, -3.90857], [3.03490, 0.09163, -4.44591], [2.30129, -2.16481, -5.40141], [-1.82279, 1.28607, -4.13645], [-3.23809, -0.83409, -4.60424], [0.67330, -0.10803, -5.47701], [-0.73981, -0.69325, -5.52674], [3.85398, 0.53288, -3.39895], [4.83986, 1.34433, -3.93225], [4.64373, 1.40751, -5.35401], [3.52386, 0.63116, -5.64611], [2.52976, -3.46364, -4.95396], [2.96016, -4.25146, -6.02343], [2.96836, -3.41371, -7.18726], [2.57562, -2.14001, -6.76258], [-1.56499, 2.09443, -3.02566], [-1.64326, 3.42464, -3.40024], [-1.87157, 3.46293, -4.80727], [-1.93516, 2.13462, -5.25179], [-4.02342, -0.16760, -5.55240], [-5.07943, -0.99251, -5.95316], [-4.91048, -2.24181, -5.26009], [-3.76500, -2.13137, -4.48264], [1.09386, -0.27459, -6.46630], [0.68908, 0.96742, -5.26564], [-1.29008, -0.22144, -6.34728], [-0.71356, -1.78052, -5.71613], [3.61633, 0.22466, -2.38960], [5.62823, 1.82551, -3.37007], [5.23658, 1.92610, -6.08545], [3.03562, 0.46699, -6.59364], [2.34604, -3.70912, -3.91760], [3.24500, -5.29357, -5.96966], [3.21479, -3.68571, -8.20174], [2.47194, -1.25100, -7.36723], [-1.34288, 1.61897, -2.10761], [-1.58176, 4.26853, -2.71861], [-1.99679, 4.33669, -5.43260], [-2.05373, 1.75670, -6.25580], [-3.79797, 0.82990, -5.87098], [-5.86115, -0.72802, -6.64190], [-5.56412, -3.10459, -5.33081], [-3.26352, -2.85012, -3.85227], [-1.24251, 3.22062, 6.27708], [-0.21806, 2.30219, 5.62359], [1.16108, 2.93121, 5.86975], [-0.28736, 0.88812, 6.20238], [-0.21309, 0.84255, 7.59663], [-0.40883, -0.32747, 8.32681], [-0.67247, -1.49882, 7.63308], [-0.78405, -1.48300, 6.22753], [-1.21807, -2.75629, 5.53367], [-0.06359, -3.73604, 5.54769], [-2.49978, -3.32685, 6.14260], [-0.43880, -0.32606, 5.46662], [-0.18240, -0.41559, 4.15441], [-0.98554, 3.38750, 7.32572], [-2.25450, 2.80452, 6.23770], [-1.23288, 4.18774, 5.76319], [-0.41024, 2.23486, 4.53732], [1.31466, 3.02744, 6.95654], [1.99262, 2.33633, 5.45096], [1.19996, 3.94595, 5.43472], [-0.05983, 1.79932, 8.09313], [-0.42461, -0.27228, 9.41846], [-0.86800, -2.42909, 8.17805], [-1.46113, -2.52281, 4.48931], [0.20508, -4.00355, 6.57449], [-0.28013, -4.65269, 4.99055], [0.82041, -3.27666, 5.09101], [-3.26470, -2.54353, 6.19740], [-2.89990, -4.13637, 5.52061], [-2.35345, -3.71153, 7.15678]],
  "atomic_forces_ev_per_a": [[-2.329, 1.760, 3.895], [0.382, -1.398, 0.309], [0.118, -0.512, -0.239], [-0.016, 0.289, -0.213], [-0.804, -0.251, 0.422], [0.232, 2.128, 0.518], [1.940, -0.655, -2.645], [-1.499, 0.348, 0.416], [0.423, 1.098, 0.210], [0.850, -0.192, 0.495], [0.013, 0.213, -0.403], [0.260, 0.600, 0.073], [-0.013, -0.589, 0.506], [0.535, 0.668, 0.162], [0.411, 0.344, 0.295], [-0.070, -0.138, 0.359], [-0.655, -0.370, 0.829], [-0.697, -0.289, -0.040], [0.068, -0.494, 0.473], [-0.178, -0.205, -0.217], [-0.083, -0.376, -0.541], [0.122, -0.488, -0.155], [0.071, -0.549, -0.415], [-0.218, -0.526, 0.207], [-0.023, 0.781, -0.323], [2.488, -1.073, -4.473], [-2.608, 1.713, -3.314], [0.707, 1.090, 0.839], [-0.842, -0.833, 1.781], [1.288, 0.507, 0.748], [0.012, -1.279, 0.233], [-1.119, 0.079, 0.320], [0.456, -0.310, 0.397], [0.208, 0.520, -1.195], [-0.415, -0.419, 0.116], [-1.348, -1.110, 0.531], [0.797, 0.710, 1.106], [0.347, -0.233, -1.232], [-0.384, 0.858, 0.504], [-0.419, 0.978, 1.446], [-0.044, -0.893, -0.266], [-0.628, 0.793, -1.603], [0.080, -0.562, 0.298], [-0.031, -1.656, -0.110], [0.100, 0.843, 1.143], [-0.771, -0.910, -0.005], [1.697, 0.088, 1.198], [0.756, 0.498, 0.187], [-0.740, 0.656, -0.378], [0.275, 0.147, 0.337], [-0.307, -0.037, -0.097], [-0.196, -0.252, 0.344], [0.086, 0.299, -0.076], [0.230, 0.036, -0.070], [-0.086, -0.054, -0.087], [0.071, 0.084, 0.030], [0.204, 0.035, 0.278], [0.119, -0.067, -0.093], [-0.119, 0.141, -0.014], [0.076, 0.037, 0.101], [0.030, -0.259, 0.098], [-0.188, -0.046, 0.195], [0.106, -0.163, -0.281], [0.065, -0.145, 0.102], [-0.021, 0.070, 0.189], [-0.135, 0.059, 0.138], [-0.023, 0.047, -0.038], [0.262, 0.150, 0.028], [-0.153, -0.029, 0.057], [-0.486, -0.015, -0.199], [0.536, -0.582, -0.519], [0.342, 0.046, -0.221], [0.171, 0.889, 0.286], [-0.346, -0.022, -0.549], [0.136, 0.373, -0.053], [-0.573, -0.017, -0.803], [0.538, -0.837, 0.342], [-0.079, 0.138, -0.048], [0.526, -0.394, -0.118], [-0.350, 0.075, 0.010], [0.186, -0.044, 1.468], [0.571, -0.538, -3.134], [-0.118, 0.124, -0.169], [0.103, 0.120, -0.001], [-0.074, -0.095, 0.156], [0.100, -0.038, 0.690], [0.130, 0.016, -0.444], [-0.303, 0.202, 0.184], [0.020, -0.387, 0.196], [-0.041, -0.453, 0.119], [0.183, -0.242, -0.385], [-0.006, 0.431, -0.301], [0.027, 0.124, -0.067], [-0.040, -0.041, -0.165], [-0.108, 0.060, 0.149], [-0.077, -0.138, 0.217], [0.075, -0.172, 0.005], [0.171, 0.107, 0.163], [0.063, 0.004, -0.203]],
  "e_lumo_ev": [-9.5, -9.5],
  "spin_multiplicity": 1,
  "charge": 2,
  "relative_energy_kcal_mol": 34.7,
  "e_homo_ev": [-11.4142, -11.4142],
  "gap_ev": [1.94, 1.93]
}


# 3
{
  "formula": "C4H6S",
  "method": "the ωB97M-V functional and the def2-TZVPD basis",
  "symbols": ["C", "C", "C", "C", "H", "H", "H", "H", "H", "H", "S"],
  "xyz": [[-0.69552, 1.34467, -0.05724], [-0.99193, -0.11506, -0.05942], [0.17447, -1.02770, -0.08302], [1.45557, -0.77106, 0.09186], [-0.65274, 1.57226, 1.22155], [-1.50052, 2.00997, -0.68911], [0.56691, 1.26888, -0.53200], [-0.20318, -2.03692, -0.40417], [2.16185, 0.15944, 0.58460], [2.18771, -1.63842, -0.13950], [-2.50262, -0.76606, 0.06642]],
  "atomic_forces_ev_per_a": [[2.245, 0.735, 0.670], [-0.933, -0.367, 0.646], [-1.754, -0.693, -0.857], [4.672, 0.107, 1.176], [-0.064, -0.054, -3.975], [2.334, -1.600, 1.919], [-4.120, 1.417, 1.438], [0.996, 0.851, 0.395], [-2.884, -2.317, -1.686], [-1.360, 1.412, 0.552], [0.868, 0.508, -0.279]],
  "e_lumo_ev": -0.8,
  "spin_multiplicity": 1,
  "charge": 0,
  "relative_energy_kcal_mol": 69.8,
  "e_homo_ev": -8.6839,
  "gap_ev": 7.91
}